DFT (wB97M-V/def2-TZVPD) results for a molecular structure, C47H59Br2FN10O2P at a distorted geometry.

Last column: Löwdin charge in e.
Element x y z (Å)
C 1.0834 -8.7310 0.2216  -0.064
C 3.4222 2.8540 3.0158  -0.061
H -0.8322 2.4869 -5.0257  0.114
O 1.5660 -3.4681 -2.1746  -0.060
C -4.0911 -1.1276 -3.3019  -0.043
Br -3.1621 -0.1957 -0.5947  0.886
O -0.8179 1.5591 -4.7585  -0.093
C 3.6187 7.6227 -0.0373  -0.162
C -4.6134 2.2001 -3.4482  -0.154
H 1.0660 -9.9568 -1.5433  0.110
C 3.4547 -2.3798 -5.4038  -0.160
C 0.3894 -1.5449 -1.4750  -0.119
H -10.9687 1.7755 -1.3518  0.105
C -2.1493 -2.8131 -4.5742  -0.005
H 2.7176 -2.6324 -4.6473  0.080
H -2.8408 -3.1130 -5.3478  0.098
C 4.4499 10.1697 0.3545  -0.073
C 1.0913 -4.3142 9.5222  -0.073
C 5.2742 -1.6463 -7.2720  -0.062
H 3.2795 6.6140 -0.2378  0.072
C 1.7634 -4.9179 10.5716  -0.079
H 3.9473 -4.4165 -5.8697  0.105
H -4.0886 4.2323 -3.6867  0.064
C -9.0159 1.3341 -2.1283  -0.149
C -3.5462 1.5267 -4.2885  -0.157
C 2.4326 3.4904 2.2818  -0.159
H 0.6568 2.4956 5.0587  0.091
H -6.7123 -0.5389 -0.8446  0.087
H 1.1549 -7.9837 -3.0724  0.104
H -4.4058 -1.4536 -4.2819  0.101
N -2.6058 0.8678 -3.3928  -0.055
C -10.0406 1.2427 -1.1987  -0.065
H 1.1093 -7.2070 1.7430  0.105
N -0.6512 -0.4571 -1.7153  -0.116
H 2.0599 -2.1606 12.4884  0.105
C 1.1201 -7.4237 0.6808  -0.152
C 5.0666 -2.9955 -7.0393  -0.069
N 1.1690 -6.3620 -0.1228  0.045
H -10.6193 0.3574 0.6712  0.109
P 0.4679 2.0112 -1.3649  0.703
C -7.6766 -0.0438 -0.9151  -0.162
C 1.0950 -8.9501 -1.1470  -0.070
C 0.4396 -2.6727 -2.4878  -0.266
H 1.3211 1.2752 -0.5081  0.026
C -2.0200 -0.9801 -1.9883  -0.498
C -1.9719 -1.2864 -4.5479  -0.320
H 0.5460 -2.3566 -3.5156  0.070
C 4.0434 7.9892 1.2298  -0.070
H 2.0001 -5.9738 10.5401  0.107
H 4.7742 11.1953 0.4647  0.102
C -0.1669 1.8730 6.9475  -0.072
H 5.9498 3.4931 0.8658  0.105
H 1.4989 -0.1849 9.0454  0.078
N -0.6869 2.6405 -0.5204  -0.264
H -8.4387 -0.8307 0.9324  0.103
C 0.8139 -2.9594 9.6108  -0.162
H -4.0334 0.8717 -4.9996  0.123
C 1.1824 -6.5939 -1.4349  -0.159
H 1.2226 -5.7071 -2.0526  0.078
C 3.8965 4.0831 0.6458  -0.182
C -0.1829 0.7022 -2.5572  -0.720
H -1.3806 2.4645 -3.0615  0.130
H -0.6587 1.0526 8.8724  0.110
H -1.1976 -3.2834 -4.7848  0.077
C -1.2891 1.4421 -3.4229  -0.391
C 4.5406 -0.7312 -6.5341  -0.147
H 4.0405 7.2713 2.0393  0.100
H -1.0884 2.4270 6.8317  0.102
H 0.2931 -2.4457 8.8092  0.097
N 1.1534 -2.1989 10.6534  0.048
C 4.9581 3.4747 1.2967  -0.067
C -2.6446 -0.5829 -3.3526  -0.442
N 3.6416 -1.0765 -5.6132  0.022
C -9.8430 0.4549 -0.0767  -0.073
N 3.5917 8.4512 -1.0799  0.051
H 1.0462 -9.5558 0.9193  0.105
C 1.1446 -7.8584 -1.9985  -0.063
H -4.1507 -1.9760 -2.6317  0.080
C 4.7117 2.8479 2.5079  -0.070
H -2.1274 -2.0418 -1.8441  0.093
H 1.3517 -1.1095 -1.2615  0.108
Br 1.3788 0.3047 -3.6780  0.933
H 1.4322 -3.8498 -1.2918  0.083
H 1.4081 3.5193 2.6378  0.097
H 3.1314 0.0124 7.1711  0.104
H 5.6212 -3.7414 -7.5938  0.110
N 2.6490 4.1000 1.1156  0.046
H 1.2454 2.9086 -2.1172  0.034
H 4.8097 9.6201 2.4003  0.106
H 0.0686 -1.9953 -0.5368  0.149
H 4.0426 4.5874 -0.3033  0.091
C -4.5459 3.4535 -3.0937  0.013
H -4.7913 -0.3881 -2.9428  0.053
H -0.6997 3.6460 -0.6729  -0.009
H -5.4860 1.6277 -3.1566  0.077
H -0.7468 -0.0684 -0.7670  0.081
N -7.8472 0.7075 -2.0018  0.048
H 0.7884 -4.8804 8.6520  0.101
H -3.1050 2.3249 -4.8690  0.120
H 3.9683 10.3540 -1.7365  0.103
H -9.1286 1.9373 -3.0223  0.106
C 4.4688 9.2926 1.4263  -0.080
H -5.0146 3.7767 -2.1800  0.059
C 2.1795 0.5309 7.1343  -0.148
C 0.0751 1.1100 8.0783  -0.071
H -2.4536 -3.2141 -3.6164  0.071
C -8.6343 -0.2057 0.0720  -0.070
H 5.5132 2.3619 3.0494  0.109
C 0.8059 1.9116 5.9616  -0.161
H 4.6737 0.3347 -6.6812  0.106
C 4.0025 9.7008 -0.8714  -0.157
C 2.1268 -4.1466 11.6616  -0.070
H -0.9014 -1.0982 -4.6182  0.104
H 3.1873 2.3759 3.9599  0.080
H 5.9895 -1.3090 -8.0088  0.106
C 4.1379 -3.3740 -6.0838  -0.063
F -2.5092 -0.8181 -5.7202  0.029
C 1.2728 0.4218 8.1776  -0.071
N 1.9649 1.2583 6.0380  0.044
C 1.7979 -2.8001 11.6526  -0.149
H -0.4275 -3.3228 -2.4137  0.115
H 2.6529 -4.5774 12.5021  0.103

Forces on atoms 1 to 2 (eV/Å):
C 0.0010 0.0296 -0.0670
C -0.0059 -0.0320 0.0765

HOMO energy = -0.3991 Ha
Lowest unoccupied orbital energy = -2.270 eV
Frontier orbital gap = 8.59 eV
Molecular weight = 1005.84 g mol⁻¹
Max |F| = 2.2 eV/Å
Total charge = +1
E = -8113.22051 Ha